No. 1
{"formula": "C3H2InO2", "method": "ωB97M-V/def2-TZVPD", "symbols": ["H", "O", "C", "C", "In", "H", "C", "O"], "positions_angstrom": [[0.3236, 1.2524, -0.8259], [-0.2672, 0.0953, -0.5848], [0.9261, -0.3668, -0.5431], [1.8602, 0.4597, -0.7348], [-2.0904, -0.8764, -0.7879], [2.8419, 0.4529, -1.1871], [-1.9312, -0.5383, 2.8802], [-1.6631, -0.4787, 1.7834]], "forces_ev_per_a": [[-1.1217, -2.6503, 0.6694], [-4.6435, 3.1789, -0.7407], [4.0244, 1.9111, 0.0407], [2.8462, -2.6882, -0.3332], [-1.1590, -0.5946, 0.2876], [0.2714, 0.9611, 0.1181], [-0.2400, -0.0339, 1.2386], [0.0222, -0.0840, -1.2806]], "de_lowest_ev": 4.882, "charge": 2, "spin_multiplicity": 2, "s2": 1.00, "homo_energy_ev": [-20.00, -19.97], "fmax_ev_per_a": 5.7}


No. 2
{"formula": "C25H31Cl2FNO6P", "method": "ωB97M-V/def2-TZVPD", "symbols": ["C", "C", "O", "N", "C", "C", "O", "C", "C", "C", "C", "Cl", "O", "C", "O", "O", "C", "C", "C", "C", "F", "P", "O", "Cl", "H", "H", "H", "H", "H", "H", "H", "H", "H", "H", "H", "H", "H", "H", "H", "H", "H", "H", "H", "C", "C", "C", "C", "C", "C", "H", "H", "H", "H", "H", "H", "C", "C", "C", "C", "C", "C", "H", "H", "H", "H", "H", "H"], "positions_angstrom": [[3.1588, -2.8602, -0.2560], [1.7834, -3.4494, -0.4295], [1.6503, -4.5722, -0.8641], [0.6317, -2.5981, -0.1545], [-0.1354, -2.4197, -1.3616], [0.3820, -1.3461, -2.2933], [-1.0840, -3.0768, -1.7018], [0.0475, -2.6836, 1.1755], [0.8699, -1.8771, 2.1848], [0.6479, -0.3656, 2.2224], [0.4132, 0.3385, 0.8961], [1.9773, 0.7706, 0.1426], [0.3150, -4.0482, 1.6590], [-0.6833, -4.8648, 1.2035], [-0.6581, -6.0721, 1.1818], [-1.6949, -4.0548, 0.7788], [-1.4839, -2.7411, 1.3682], [-2.4148, -1.8391, 0.5643], [-2.8794, -0.5085, 1.1779], [-4.3739, -0.3716, 1.3719], [-2.2518, -0.2031, 2.3795], [-1.9666, -3.2669, 3.1668], [-1.6869, -2.0119, 4.1515], [-4.0427, -3.3398, 2.9325], [3.7404, -3.5035, 0.3854], [3.6031, -2.7534, -1.2315], [3.1190, -1.8708, 0.1792], [1.3253, -0.9259, -1.9791], [-0.3793, -0.6080, -2.4960], [0.5688, -1.8618, -3.2264], [1.9149, -2.0619, 1.9978], [0.6754, -2.3426, 3.1381], [-0.1274, -0.0560, 2.9071], [1.5480, 0.0705, 2.6306], [-0.2263, -0.1888, 0.2079], [-0.0703, 1.2775, 1.1113], [-2.0542, -1.6184, -0.4267], [-3.3000, -2.4330, 0.4019], [-2.6187, 0.2875, 0.4912], [-4.8627, -0.7814, 0.5000], [-4.6990, -0.8248, 2.2928], [-4.5992, 0.6818, 1.4481], [-1.1897, -1.2884, 3.7621], [-2.0678, 0.6095, -4.8274], [-1.3109, 0.4269, -5.9762], [-0.7582, 1.5227, -6.6236], [-0.9650, 2.8012, -6.1241], [-1.7275, 2.9843, -4.9794], [-2.2780, 1.8882, -4.3301], [-2.4950, -0.2463, -4.3193], [-1.1520, -0.5699, -6.3666], [-0.1661, 1.3807, -7.5180], [-0.5321, 3.6553, -6.6280], [-1.8928, 3.9815, -4.5931], [-2.8720, 2.0308, -3.4362], [2.1786, 4.9577, 1.8417], [2.7771, 3.7145, 1.9967], [3.8734, 3.5741, 2.8363], [4.3734, 4.6752, 3.5173], [3.7789, 5.9186, 3.3558], [2.6808, 6.0600, 2.5190], [1.3204, 5.0676, 1.1909], [2.3909, 2.8531, 1.4644], [4.3395, 2.6045, 2.9594], [5.2271, 4.5647, 4.1732], [4.1715, 6.7785, 3.8827], [2.2165, 7.0297, 2.3946]], "forces_ev_per_a": [[-0.6914, 0.5591, 0.5673], [0.7237, -1.4187, -0.4654], [-0.3072, 1.4622, 0.3681], [-0.9591, 0.6305, -0.2935], [-0.3811, -0.2617, -1.0451], [0.6044, -0.8914, -0.0024], [0.3207, 0.1475, 0.5340], [1.1068, -1.1247, 1.4870], [-0.5421, 0.4321, -0.3876], [0.4091, -0.1768, -0.1019], [0.0470, 0.3936, 0.7157], [-0.1198, -0.3512, -0.4228], [-0.0535, -0.6187, -0.3637], [0.2791, -1.5461, -0.2760], [-0.1242, 2.3934, 0.0357], [-0.2375, -0.8977, 0.5344], [-0.2645, 0.0335, -1.4118], [-0.3710, 0.5677, 0.8351], [-0.6250, 0.1072, -0.6136], [0.4886, 0.3137, 0.1166], [0.2470, 0.1344, 0.2458], [0.1880, -0.3406, 0.3449], [-0.0330, -0.3725, 0.1070], [0.2968, 0.2844, -0.0035], [0.3209, -0.3272, -0.0479], [0.3138, -0.2387, -0.3771], [-0.0350, 0.2022, 0.0990], [0.0099, 0.4139, 0.2523], [-0.1716, 0.3425, 0.1057], [-0.0773, -0.0372, -0.4327], [0.3280, -0.2258, -0.2582], [-0.0236, 0.1103, 0.5147], [-0.3370, -0.0604, 0.0527], [0.2725, 0.1819, 0.2622], [0.1428, -0.2611, -0.3796], [-0.1125, 0.3968, -0.0414], [0.2525, -0.0784, -0.0373], [-0.2691, -0.3270, -0.0353], [0.4590, 0.2538, -0.1451], [-0.3869, -0.1536, -0.0856], [-0.1693, -0.4543, 0.0851], [-0.2168, 0.3581, -0.0736], [-0.3311, 0.3219, -0.1082], [-0.0141, -0.0215, 0.0515], [0.0269, -0.0207, 0.0016], [0.0045, 0.0072, 0.0018], [-0.0009, -0.0033, -0.0073], [0.0068, 0.0174, 0.0157], [0.0172, -0.0139, 0.0158], [-0.0227, -0.0156, -0.0219], [0.0004, -0.0109, -0.0006], [0.0037, -0.0019, -0.0098], [-0.0022, 0.0085, -0.0078], [0.0020, 0.0101, 0.0039], [-0.0168, 0.0069, 0.0012], [0.0100, 0.0019, 0.0090], [-0.0651, -0.0281, 0.0161], [-0.0012, -0.0018, 0.0097], [0.0107, -0.0089, -0.0023], [0.0010, 0.0081, 0.0090], [-0.0114, 0.0010, -0.0079], [0.0016, 0.0046, -0.0163], [0.0656, 0.1720, 0.0776], [0.0046, -0.0062, -0.0043], [0.0104, 0.0026, -0.0002], [0.0007, 0.0069, 0.0095], [-0.0025, 0.0086, 0.0022]], "de_lowest_ev": 0.000, "charge": 0, "spin_multiplicity": 1, "homo_energy_ev": -9.46, "smiles": "CC(=O)N(C(C)=O)[C@]1(CCCCl)OC(=O)O[C@@]1(C[C@@H](C)F)P(O)Cl.c1ccccc1.c1ccccc1", "fmax_ev_per_a": 2.4}


No. 3
{"formula": "C5H10N3O2", "method": "ωB97M-V/def2-TZVPD", "symbols": ["C", "C", "C", "C", "C", "N", "N", "N", "O", "O", "H", "H", "H", "H", "H", "H", "H", "H", "H", "H"], "positions_angstrom": [[-1.0928, -1.8295, -0.0437], [-2.0736, -0.7563, -0.2169], [0.1200, -1.7471, 0.4889], [-1.7097, 0.4706, -0.2992], [0.3615, 0.6431, 0.4256], [2.2920, 0.3231, -0.9073], [0.9769, 0.8692, -0.8652], [0.8640, -0.6249, 0.9189], [-1.9592, 1.7264, -0.4457], [0.3172, 1.5980, 1.3874], [-1.4687, -2.8642, -0.3578], [-3.0681, -1.1113, -0.2421], [0.6634, -2.6596, 0.3979], [2.5189, 0.1956, -1.8669], [2.8733, 0.9133, -0.3669], [0.9627, 1.8536, -1.1862], [0.8713, -0.6670, 2.0224], [1.8492, -0.6553, 0.4529], [-2.9169, 1.9747, -0.5389], [-0.3814, 2.3477, 1.2429]], "forces_ev_per_a": [[-0.8098, -0.5099, 0.2166], [-0.6426, -1.8707, 0.0588], [-1.0084, -2.4421, -1.8093], [5.7805, 1.1032, 2.3590], [-4.9338, 0.8511, -3.0946], [-1.1073, -0.1943, 0.7415], [0.3167, 0.4355, 0.3733], [0.5450, 0.7507, 3.0623], [-1.9676, 1.3019, -0.2317], [-0.7127, 1.6737, 0.1789], [0.8410, 1.6111, 0.5737], [-1.2382, -0.0629, -0.5826], [0.8044, -0.2986, 0.5033], [0.7122, -0.1368, -0.5094], [1.5330, 0.7624, -0.1983], [-0.2738, -0.7784, 0.6041], [0.3517, 0.6224, -2.5492], [-0.7053, -0.1907, 0.3361], [0.8059, -0.3624, 0.0432], [1.7093, -2.2653, -0.0757]], "de_lowest_ev": 5.580, "charge": 1, "spin_multiplicity": 1, "homo_energy_ev": -12.30, "fmax_ev_per_a": 6.3}


No. 4
{"formula": "C3H8OS2", "method": "ωB97M-V/def2-TZVPD", "symbols": ["C", "C", "O", "H", "H", "H", "H", "C", "S", "S", "H", "H", "H", "H"], "positions_angstrom": [[4.7446, 2.5329, -1.1067], [4.0612, 1.3262, -1.0958], [2.6453, 1.1543, -1.1235], [5.7669, 2.4212, -1.4557], [4.1994, 3.4983, -1.2517], [4.6936, 0.4269, -0.9486], [2.4786, 1.3939, -1.9911], [-3.6131, -1.2416, -0.0458], [-1.8651, -0.8809, -0.1602], [-1.6139, -0.9469, 1.8176], [-3.6343, -2.1943, -0.3690], [-4.2489, -0.6670, -0.8650], [-4.1409, -0.9829, 0.8607], [-1.7693, 0.4093, 1.9795]], "forces_ev_per_a": [[-2.5787, -1.9834, -1.5038], [1.0488, 1.9312, 0.8269], [2.8556, -0.4922, 2.5695], [0.1731, 0.3715, 0.7819], [0.6306, -0.9139, 0.2958], [-0.9227, 0.2590, -0.3048], [-1.2118, 0.8276, -2.6626], [-2.0245, 3.9160, -2.6447], [-0.1470, 0.4522, -0.3535], [0.9580, 1.0936, 1.3120], [-0.9259, -3.5274, -0.3288], [1.5090, -0.8427, 1.2964], [0.5088, -0.3096, 0.3936], [0.1266, -0.7818, 0.3223]], "de_lowest_ev": 2.330, "charge": 0, "spin_multiplicity": 1, "homo_energy_ev": -8.96, "smiles": "C=CO.CSS", "fmax_ev_per_a": 5.1}


No. 5
{"formula": "C11H14NP", "method": "ωB97M-V/def2-TZVPD", "symbols": ["C", "C", "C", "C", "C", "C", "N", "P", "C", "C", "H", "H", "H", "H", "H", "H", "H", "H", "H", "H", "C", "C", "C", "H", "H", "H", "H"], "positions_angstrom": [[4.0645, 1.5709, -0.0530], [3.8058, 0.3131, -0.3264], [2.6142, -0.3428, 0.0881], [1.9811, -1.1583, -0.7907], [0.4626, -1.2986, -0.7619], [-0.2234, -1.0432, 0.5792], [-1.4306, -1.4445, 0.7587], [-2.8410, -1.0827, 1.5699], [0.5865, -0.4171, 1.5224], [1.8819, -0.0159, 1.2850], [4.9380, 2.1055, -0.6285], [3.4940, 2.1039, 0.6831], [4.5038, -0.1493, -1.0295], [2.4783, -1.5869, -1.6866], [-0.0329, -0.3686, -1.2833], [0.0516, -2.1434, -1.3267], [-3.2311, -2.4194, 1.5950], [-2.4646, -1.1332, 2.8562], [0.1223, -0.2788, 2.5091], [2.5276, 0.4374, 2.0934], [-2.5405, 1.1811, -2.1526], [-3.2719, 1.1975, -1.1041], [-4.0261, 1.3076, -0.0463], [-2.1739, 0.2785, -2.4979], [-2.6601, 1.9005, -2.9034], [-5.0671, 1.0256, 0.1134], [-3.5491, 1.4612, 0.9373]], "forces_ev_per_a": [[2.2980, 1.6998, -0.9346], [1.8267, -0.0282, -0.6610], [-1.8486, -1.5591, -1.0138], [-0.9414, 0.0216, -0.8828], [-0.5213, 1.3004, -0.3854], [-1.5193, -2.1038, -1.2546], [0.9935, 0.5263, -1.4021], [0.1884, -0.4916, -1.1590], [2.1360, 2.1219, 2.1399], [-0.4426, 0.0776, 1.7163], [-1.8161, -1.0027, 1.5486], [-0.1976, 0.5202, 0.0040], [-0.5896, -0.3280, 0.0323], [-0.2033, 0.5777, 0.6829], [1.3114, -1.2601, 0.2747], [0.1773, 0.0393, 0.4311], [-0.5589, -0.3753, 0.1006], [0.5039, 0.0811, 2.2032], [0.4467, 0.1061, -0.3266], [-1.1537, -0.3927, -0.7536], [-0.5428, -0.0034, -0.4848], [-1.6812, 0.5824, 1.6715], [0.6035, -0.2221, 1.1524], [1.1279, -1.8369, -0.4439], [0.2937, 1.4861, -0.7029], [0.1909, -0.0164, -0.8078], [-0.0813, 0.4796, -0.7446]], "de_lowest_ev": 4.976, "charge": 0, "spin_multiplicity": 1, "homo_energy_ev": [-7.84, -7.84], "smiles": "C=CC1=CC/C(=N/P)C=C1.C=C=C", "fmax_ev_per_a": 3.7}


No. 6
{"formula": "C4H12O2S", "method": "ωB97M-V/def2-TZVPD", "symbols": ["O", "C", "C", "C", "C", "S", "H", "H", "H", "H", "H", "H", "H", "H", "H", "H", "O", "H", "H"], "positions_angstrom": [[-2.1461, 0.5095, -1.3836], [-2.3336, 0.2081, 0.0463], [-1.1941, 0.7275, 0.9347], [0.1840, 0.2329, 0.5052], [1.2553, 0.5600, 1.4759], [2.9815, 0.4278, 0.8828], [-1.1782, 0.6168, -1.3743], [-3.3419, 0.5691, 0.2515], [-2.3749, -0.8791, 0.1414], [-1.4788, 0.4447, 1.9548], [-1.1020, 1.8193, 0.9666], [0.3937, 0.5897, -0.5119], [0.1431, -0.8631, 0.3908], [1.1352, 1.5344, 1.9616], [1.2126, -0.1448, 2.2976], [3.0514, -0.9005, 1.0029], [-1.4380, -2.4059, -2.6901], [-1.4647, -1.7457, -3.3569], [-1.6513, -1.9448, -1.8841]], "forces_ev_per_a": [[1.0985, -0.1318, 1.5653], [-0.1251, 0.0890, -1.2393], [-0.5934, 0.4855, 0.0944], [-1.0441, -1.2062, -0.9209], [0.9640, 0.1427, 1.0347], [-0.2742, 0.2373, -0.0871], [-0.5262, 0.0968, -0.9110], [0.2658, 0.2501, 0.4975], [0.0559, -0.1656, 0.1506], [0.3886, -0.1977, -0.0050], [-0.5198, 0.0376, -0.2076], [0.3205, 0.2545, 0.2693], [0.0664, 0.1553, -0.0108], [0.0997, 0.0668, -0.4185], [-0.1799, -0.0839, 0.2640], [0.0482, -0.0876, -0.0555], [0.2558, -1.2158, 0.5431], [-0.0972, 0.9279, -0.8914], [-0.2035, 0.3453, 0.3281]], "de_lowest_ev": 0.438, "charge": 0, "spin_multiplicity": 1, "homo_energy_ev": -9.41, "smiles": "OCCCCS.O", "fmax_ev_per_a": 1.9}